# 1
{
  "formula": "C27H48N5O8S",
  "method": "wB97M-V/def2-TZVPD",
  "species": ["C", "C", "C", "O", "C", "C", "O", "C", "C", "C", "N", "C", "N", "C", "C", "C", "C", "C", "C", "N", "C", "O", "C", "C", "N", "C", "C", "C", "O", "C", "C", "C", "C", "C", "N", "C", "H", "H", "H", "H", "H", "H", "H", "H", "H", "H", "H", "H", "H", "H", "H", "H", "H", "H", "H", "H", "H", "H", "H", "H", "H", "H", "H", "H", "H", "H", "H", "H", "H", "H", "H", "H", "H", "H", "H", "H", "H", "H", "H", "H", "H", "H", "H", "H", "O", "S", "O", "O", "O"],
  "xyz": [[3.67, 1.14, 1.62], [2.90, 0.41, 1.02], [1.89, -0.58, 0.33], [2.08, -1.94, 0.75], [2.65, -2.05, 2.06], [2.39, -3.57, 2.51], [1.14, -3.73, 3.22], [1.46, -3.52, 4.64], [0.22, -2.71, 5.25], [0.47, -0.12, 0.87], [-0.69, -0.81, 0.22], [-2.02, -0.11, 0.56], [-2.04, 0.44, 1.93], [-0.52, -1.15, -1.23], [-1.82, -1.08, -2.12], [-2.83, -2.30, -1.82], [-4.36, -1.86, -1.79], [-4.87, -1.84, -3.32], [-5.92, -0.65, -3.56], [-7.32, -1.13, -3.52], [0.63, -0.36, -2.01], [0.22, 0.88, -2.57], [0.18, 1.97, -1.65], [-0.33, 3.26, -2.48], [-1.65, 3.70, -1.93], [-1.50, 4.92, -1.08], [-1.16, 4.60, 0.44], [0.15, 5.34, 0.97], [-2.24, 5.01, 1.34], [2.04, -0.33, -1.24], [3.08, -1.41, -1.81], [4.50, -0.91, -1.91], [5.45, -1.97, -2.40], [4.84, -3.30, -2.67], [3.54, -3.73, -2.59], [2.64, -2.78, -2.15], [4.09, 1.91, 2.32], [3.78, -1.95, 2.05], [2.16, -1.42, 2.85], [3.28, -4.04, 3.03], [2.26, -4.15, 1.54], [1.59, -4.51, 5.16], [2.42, -2.94, 4.77], [-0.70, -3.14, 4.75], [0.21, -2.79, 6.37], [0.33, -1.64, 4.92], [0.44, -0.44, 1.96], [0.41, 1.00, 0.88], [-0.77, -1.72, 0.72], [-2.85, -0.88, 0.54], [-2.25, 0.75, -0.12], [-1.59, 1.35, 1.99], [-1.68, -0.23, 2.62], [-0.19, -2.24, -1.26], [-1.47, -1.27, -3.19], [-2.33, -0.08, -2.15], [-2.56, -2.71, -0.78], [-2.65, -3.18, -2.52], [-4.99, -2.59, -1.19], [-4.40, -0.82, -1.37], [-3.96, -1.61, -3.96], [-5.30, -2.86, -3.55], [-5.70, -0.24, -4.60], [-5.78, 0.21, -2.83], [-7.52, -1.77, -4.28], [-7.57, -1.52, -2.61], [0.82, -1.02, -2.92], [1.17, 2.28, -1.21], [-0.56, 1.88, -0.80], [-0.35, 3.04, -3.59], [0.41, 4.10, -2.30], [-2.17, 4.04, -2.76], [-0.81, 5.70, -1.53], [-2.53, 5.41, -1.07], [-1.03, 3.49, 0.61], [1.05, 5.07, 0.34], [0.04, 6.46, 1.04], [0.36, 4.90, 2.00], [-2.20, 4.44, 2.14], [2.53, 0.68, -1.36], [4.81, 0.13, -1.62], [6.54, -1.78, -2.51], [5.58, -4.09, -3.01], [1.56, -3.10, -2.05], [3.14, 3.79, 5.76], [4.25, 3.24, 4.94], [5.54, 3.50, 5.61], [4.24, 3.90, 3.59], [4.06, 1.77, 4.76]],
  "total_charge": -1,
  "total_energy_ha": -2331.116518,
  "max_force_ev_per_a": 4.91
}

# 2
{
  "formula": "C27H41HgNP2",
  "method": "wB97M-V/def2-TZVPD",
  "species": ["P", "P", "C", "C", "H", "H", "H", "H", "C", "H", "H", "H", "C", "H", "H", "H", "C", "H", "H", "H", "C", "H", "H", "H", "Hg", "C", "C", "C", "C", "C", "C", "C", "C", "C", "H", "H", "H", "H", "H", "H", "H", "H", "H", "H", "H", "H", "H", "H", "H", "C", "C", "C", "C", "C", "C", "N", "C", "C", "C", "C", "C", "C", "H", "H", "H", "H", "H", "H", "H", "H", "H", "H"],
  "xyz": [[0.15, 2.15, -2.39], [0.11, -1.61, 0.26], [0.80, 0.25, -2.21], [0.03, -0.96, -1.57], [1.89, 0.24, -2.00], [0.63, -0.02, -3.27], [-0.96, -1.12, -2.05], [0.67, -1.83, -1.72], [1.78, -1.94, 0.88], [1.70, -2.04, 1.98], [2.48, -1.11, 0.72], [2.23, -2.86, 0.49], [-1.19, -2.82, 0.41], [-0.80, -3.83, 0.26], [-2.00, -2.64, -0.31], [-1.63, -2.75, 1.42], [1.49, 3.42, -2.54], [1.00, 4.36, -2.23], [1.90, 3.55, -3.56], [2.32, 3.23, -1.83], [-1.01, 1.99, -3.79], [-1.57, 1.05, -3.73], [-0.54, 2.07, -4.78], [-1.72, 2.81, -3.66], [0.25, 0.83, 0.06], [1.78, -2.62, -3.16], [2.74, -2.19, -2.32], [4.08, -1.76, -2.80], [4.06, -0.74, -3.96], [2.89, 0.17, -4.00], [1.79, -0.08, -4.76], [1.51, -1.40, -5.43], [1.90, -2.67, -4.64], [-1.17, 2.32, 0.62], [0.91, -3.21, -2.82], [2.69, -2.34, -1.24], [4.65, -2.64, -3.15], [4.66, -1.34, -1.95], [4.95, -0.11, -3.85], [4.19, -1.26, -4.92], [2.99, 1.12, -3.45], [1.12, 0.71, -5.11], [2.04, -1.45, -6.40], [0.43, -1.46, -5.66], [1.22, -3.45, -4.97], [2.89, -3.03, -4.96], [-2.05, 1.74, 0.98], [-1.50, 3.04, -0.16], [-0.72, 2.87, 1.46], [-2.70, -2.93, 5.53], [-1.70, -2.81, 4.55], [-1.43, -1.58, 3.98], [-2.10, -0.39, 4.41], [-3.17, -0.56, 5.35], [-3.45, -1.80, 5.91], [-1.61, 0.79, 3.97], [-2.03, 2.04, 4.31], [-3.40, 2.41, 4.38], [-3.78, 3.69, 4.79], [-2.80, 4.64, 5.12], [-1.43, 4.31, 5.02], [-1.05, 3.05, 4.60], [-2.89, -3.89, 6.01], [-1.13, -3.70, 4.24], [-0.64, -1.45, 3.22], [-3.75, 0.33, 5.64], [-4.24, -1.89, 6.64], [-4.15, 1.67, 4.11], [-4.84, 3.94, 4.84], [-3.10, 5.63, 5.47], [-0.66, 5.05, 5.28], [0.00, 2.77, 4.48]],
  "total_energy_ha": -1943.886083,
  "max_force_ev_per_a": 4.33
}

# 3
{
  "formula": "C5H5ClS2",
  "method": "wB97M-V/def2-TZVPD",
  "species": ["C", "C", "C", "C", "C", "H", "H", "H", "H", "H", "S", "S", "Cl"],
  "xyz": [[0.02, -0.95, 0.20], [-0.70, 0.10, 1.03], [-1.80, 0.71, 0.57], [1.31, -0.50, -0.40], [1.21, 0.76, -1.25], [-0.58, -1.29, -0.60], [-0.30, 0.33, 2.05], [-2.15, 0.49, -0.45], [-2.22, 1.39, 1.32], [2.16, 1.27, -1.33], [2.77, -1.19, -0.30], [-0.04, 1.27, -2.08], [0.33, -2.40, 1.24]],
  "total_energy_ha": -1450.005026,
  "max_force_ev_per_a": 1.88
}

In order of appearance, Kohn-Sham gap = 2.70 3.37 7.19 eV.